(1)
The following is a DFT calculation (the ωB97M-V functional and the def2-TZVPD basis) of a cluster of 2 separate species, C3H8BrN in total.

Atoms and positions in Å:
Br: -2.17 2.52 1.54
N: -0.47 -0.39 -0.33
C: -0.68 -1.82 -0.42
C: 1.35 1.27 -0.03
C: 0.81 -0.13 -0.39
H: -2.36 1.12 1.70
H: 0.52 1.96 -0.30
H: -0.34 -2.19 0.55
H: -1.88 -2.11 -0.50
H: 1.49 -0.91 -0.81
H: -0.20 -2.19 -1.40
H: 1.68 1.27 0.96
H: 2.24 1.61 -0.56

Properties
E_HOMO: -9.790 eV
net charge: 0
SMILES: C/C=N/C.Br
relative energy (zero: lowest compared OMol25 entry of this formula, charge and spin): 49.5 kJ/mol


(2)
The following is a DFT calculation (the ωB97M-V functional and the def2-TZVPD basis) of the molecule C2H3NO2.

Atoms and positions in Å:
O: -1.06 0.87 -1.71
O: 0.85 0.06 -0.74
N: -0.56 -0.55 0.87
C: 0.57 -0.71 0.34
C: -0.25 0.97 -0.86
H: -0.19 1.76 -0.10
H: -0.76 -1.10 1.69
H: 1.38 -1.39 0.62

Properties
E_HOMO: -10.672 eV
net charge: 0
SMILES: [H]/N=C/OC=O
relative energy (zero: lowest compared OMol25 entry of this formula, charge and spin): 103.5 kJ/mol


(3)
The following is a DFT calculation (the ωB97M-V functional and the def2-TZVPD basis) of a structure of composition C7H13N2.

Atoms and positions in Å:
N: 0.99 2.08 0.93
N: -1.69 -0.35 -0.31
C: -1.00 0.24 -1.44
C: 0.67 0.50 -0.93
C: 1.03 -0.93 -1.04
C: 0.68 0.87 0.49
C: 0.33 -0.29 1.26
C: -1.35 0.13 0.98
C: 0.45 -1.52 0.39
H: 0.56 -0.48 2.30
H: -0.74 -0.36 -2.22
H: 1.29 2.42 1.76
H: 0.92 1.25 -1.62
H: -0.31 -2.21 0.48
H: -1.90 -1.31 -0.19
H: -1.94 -0.46 1.70
H: 2.06 -1.26 -1.11
H: -1.41 1.16 1.24
H: 0.47 -1.59 -2.09
H: 1.39 -1.99 0.66
H: 0.84 2.89 0.18
H: -1.35 1.19 -1.40

Properties
E_HOMO (alpha / beta): -9.572 / -14.413 eV
2S+1: 3
net charge: +1
expectation value of S²: 2.007
relative energy (zero: lowest compared OMol25 entry of this formula, charge and spin): 303.0 kJ/mol


(4)
The following is a DFT calculation (the ωB97M-V functional and the def2-TZVPD basis) of a cluster of 7 separate species, C5H21NO8 in total.

Atoms and positions in Å:
O: -1.25 -0.96 2.37
O: -2.09 -0.15 -2.26
O: 0.57 3.47 0.93
O: -1.12 -2.47 -0.47
O: 1.95 -0.77 -0.47
O: -3.95 -1.42 0.23
O: 2.65 2.89 -1.51
O: 0.68 -2.12 -3.35
N: 0.42 0.79 -0.48
C: 2.45 -0.62 2.35
C: 1.48 0.16 0.19
C: 1.71 0.57 1.60
C: -0.39 2.99 0.27
C: -0.69 1.54 0.22
H: 1.44 -1.57 -3.11
H: 2.36 1.48 1.69
H: 3.13 -0.35 3.13
H: -0.88 -3.36 -0.71
H: -0.83 0.95 1.18
H: 1.64 -1.09 2.98
H: -1.09 3.66 -0.34
H: -1.58 1.40 -0.43
H: 0.73 0.79 2.03
H: -2.65 0.47 -1.80
H: -3.60 -2.30 0.03
H: 0.18 0.39 -1.37
H: 0.06 -1.48 -3.72
H: 3.08 2.06 -1.71
H: 2.44 -1.37 1.54
H: 2.20 2.78 -0.65
H: -0.57 -0.90 1.69
H: -0.47 -1.80 -0.69
H: -1.86 -1.53 1.87
H: -2.61 -0.96 -2.33
H: -3.56 -1.18 1.08

Properties
E_HOMO (alpha / beta): -0.517 / -3.978 eV
2S+1: 2
net charge: -1
expectation value of S²: 0.753


(5)
The following is a DFT calculation (the ωB97M-V functional and the def2-TZVPD basis) of the molecule C15H25NO2.

Atoms and positions in Å:
O: -2.91 -4.40 3.63
O: 0.74 -0.14 -1.83
N: -0.56 -1.54 3.72
C: -0.39 -0.98 2.39
C: -1.06 -2.89 3.80
C: 1.30 4.03 -5.32
C: 0.72 -1.71 1.63
C: 1.23 3.97 -2.01
C: 0.41 2.06 -0.80
C: 1.51 1.77 -2.91
C: 1.25 -0.92 0.43
C: 0.87 1.22 -1.80
C: -4.20 -4.71 3.18
C: 2.35 3.72 -4.25
C: 0.60 3.43 -0.91
C: 1.70 3.14 -3.03
C: -2.49 -3.10 3.26
C: 0.22 -0.81 -0.70
H: -4.25 -4.67 2.08
H: -2.51 -3.00 2.16
H: -1.07 -3.18 4.86
H: -0.09 1.68 0.08
H: 3.07 3.00 -4.65
H: 2.89 4.63 -3.99
H: -1.16 -0.92 4.26
H: -3.17 -2.35 3.69
H: -1.32 -1.00 1.80
H: 2.13 -1.42 0.03
H: 1.78 4.45 -6.21
H: -0.38 -3.56 3.28
H: 0.23 4.08 -0.13
H: -0.70 -0.33 -0.36
H: 0.36 -2.69 1.28
H: 1.86 1.10 -3.68
H: 0.77 3.13 -5.60
H: 1.54 -1.88 2.33
H: -0.09 0.06 2.52
H: 1.55 0.08 0.75
H: 0.58 4.75 -4.94
H: 1.37 5.04 -2.09
H: -4.94 -4.02 3.59
H: -0.03 -1.81 -1.07
H: -4.41 -5.72 3.52

Properties
E_HOMO: -8.371 eV
net charge: 0
SMILES: CCc1cccc(OCCCCNCCOC)c1
relative energy (zero: lowest compared OMol25 entry of this formula, charge and spin): 179.5 kJ/mol


(6)
The following is a DFT calculation (the ωB97M-V functional and the def2-TZVPD basis) of a structure of composition C7H3Cl3F6IN3O6S2Sr.

Atoms and positions in Å:
I: 0.53 -6.76 -1.02
Sr: 0.86 -0.26 0.19
Cl: 1.36 3.07 -3.33
Cl: 1.19 0.70 -4.99
Cl: -1.21 1.96 -4.01
S: 0.76 -0.95 2.88
S: 2.32 1.33 2.60
F: 0.34 2.27 1.00
F: -0.07 2.43 3.13
F: 1.37 3.75 2.19
F: 1.29 -2.41 4.98
F: -0.63 -2.78 4.05
F: -0.33 -1.00 5.25
O: 2.66 0.81 1.27
O: 3.25 2.11 3.32
O: 1.75 0.31 -2.06
O: -0.46 0.44 -1.71
O: 1.44 -1.92 2.02
O: -0.44 -0.38 2.25
N: 2.13 -2.92 -1.43
N: 1.69 0.16 3.52
N: 0.86 -2.54 -1.23
C: 0.88 2.53 2.22
C: 0.46 1.57 -3.62
C: 0.19 -3.67 -1.07
C: 0.24 -1.85 4.42
C: 0.59 0.67 -2.34
C: 1.04 -4.79 -1.17
C: 2.28 -4.26 -1.42
H: 3.25 -4.71 -1.59
H: 2.84 -2.23 -1.65
H: -0.87 -3.65 -0.89

Properties
E_HOMO: -9.507 eV
net charge: 0
relative energy (zero: lowest compared OMol25 entry of this formula, charge and spin): 0.0 kJ/mol